(1)
C41H35IrN4SSbTe | wB97M-V/def2-TZVPD

```
! RIJCOSX wB97M-V def2-TZVPD def2/J DEFGRID3
* xyz 3 1
Ir -0.80 0.36 -0.85
S -1.36 5.97 -5.74
N -1.01 5.98 -4.17
C -1.05 4.72 -3.77
C -0.80 4.27 -2.42
C -0.46 5.12 -1.36
C -0.22 4.58 -0.12
C -0.31 3.20 0.05
N -0.63 2.38 -0.95
C -0.89 2.90 -2.18
C -1.24 1.96 -3.24
N -1.32 0.65 -2.88
C -1.63 -0.25 -3.82
C -1.86 0.11 -5.14
C -1.79 1.43 -5.51
C -1.47 2.39 -4.54
C -1.37 3.81 -4.80
N -1.57 4.39 -5.97
H -0.40 6.19 -1.53
H 0.04 5.20 0.73
H -0.10 2.74 1.01
H -1.70 -1.28 -3.50
H -2.10 -0.66 -5.86
H -1.97 1.74 -6.53
C 1.36 0.59 3.95
C 2.67 0.66 3.23
C 3.83 0.96 3.93
C 5.07 1.05 3.31
C 5.17 0.83 1.94
C 4.04 0.52 1.21
C 2.80 0.43 1.86
Sb 1.30 -0.27 0.55
C 0.74 -2.21 1.08
C 1.28 -2.84 2.20
C 0.88 -4.14 2.50
C -0.03 -4.80 1.68
C -0.55 -4.16 0.56
C -0.17 -2.86 0.25
C -0.66 -2.22 -1.02
C 2.16 -0.24 -1.37
C 2.13 0.99 -2.03
C 2.62 1.13 -3.32
C 3.17 0.02 -3.95
C 3.24 -1.20 -3.28
C 2.75 -1.36 -1.99
C 2.92 -2.70 -1.31
H 1.49 0.78 5.02
H 0.91 -0.41 3.87
H 0.66 1.33 3.57
H 3.76 1.14 5.00
H 5.95 1.29 3.89
H 6.13 0.90 1.45
H 4.13 0.36 0.14
H 2.00 -2.34 2.82
H 1.30 -4.65 3.36
H -0.32 -5.81 1.91
H -1.24 -4.70 -0.08
H -1.38 -2.83 -1.57
H 0.15 -1.97 -1.71
H -1.36 -1.35 -0.73
H 1.78 1.88 -1.52
H 2.62 2.09 -3.82
H 3.57 0.10 -4.95
H 3.72 -2.04 -3.77
H 3.61 -3.32 -1.87
H 1.98 -3.24 -1.23
H 3.32 -2.59 -0.30
C -3.67 -1.25 1.00
Te -2.60 0.60 0.96
C -2.01 0.06 2.93
C -3.17 -0.77 3.41
C -3.44 -0.92 4.77
C -4.49 -1.73 5.18
C -5.28 -2.38 4.24
C -5.03 -2.22 2.88
C -3.97 -1.42 2.47
H -3.06 -2.05 0.58
H -4.56 -1.12 0.40
H -1.84 0.96 3.52
H -1.09 -0.51 2.84
H -2.83 -0.41 5.50
H -4.70 -1.84 6.23
H -6.11 -2.99 4.56
H -5.66 -2.71 2.15
*
```

Output
- Kohn-Sham gap (spin up / spin down) (eV) = 5.95 / 5.95
- LUMO (spin up / spin down) (eV) = -10.123 / -10.124

Löwdin atomic charge list, values in e, 8 entries:
1 Ir 0.693
2 S 1.146
3 N -0.181
4 C -0.300
5 C -0.049
6 C 0.078
7 C 0.018
8 C -0.126



(2)
C41H35N5OPRuS | wB97M-V/def2-TZVPD

```
! RIJCOSX wB97M-V def2-TZVPD def2/J DEFGRID3
* xyz -2 2
Ru 1.26 0.43 0.03
C -1.89 5.65 3.58
C -2.49 4.41 3.75
C -2.08 3.32 2.99
C -1.08 3.45 2.03
C -0.49 4.70 1.87
C -0.89 5.79 2.63
P -0.43 2.03 1.06
C -0.77 3.26 -0.93
C 0.40 3.58 -1.68
C 0.42 4.66 -2.59
C -0.72 5.28 -3.05
C -2.06 4.81 -2.56
C -2.01 4.17 -1.15
C -0.24 0.74 2.39
C -0.40 0.70 3.78
C 0.00 -0.42 4.50
C 0.57 -1.51 3.84
C 0.81 -1.45 2.47
C 0.46 -0.30 1.74
H -2.20 6.49 4.18
H -3.28 4.29 4.48
H -2.55 2.35 3.13
H 0.27 4.81 1.10
H -0.42 6.76 2.49
H 1.29 2.98 -1.54
H 1.38 4.98 -3.00
H -0.66 6.09 -3.77
H -2.81 5.59 -2.63
H -2.37 4.74 -0.30
H -0.84 1.53 4.31
H -0.13 -0.45 5.58
H 0.87 -2.39 4.40
H 1.30 -2.27 1.97
S -3.66 1.64 0.45
C -1.84 1.30 0.04
N -1.57 1.99 -1.24
C -2.70 2.88 -1.65
C -2.67 3.44 -3.10
C -4.04 3.57 -3.70
C -5.15 3.30 -3.01
C -5.14 2.72 -1.65
C -3.98 2.44 -1.06
H -1.78 0.23 0.02
H -1.98 2.90 -3.76
H -4.11 3.92 -4.73
H -6.12 3.44 -3.49
H -6.09 2.46 -1.18
C 2.44 -3.25 -2.97
C 1.25 -4.01 -2.37
C 1.70 -4.92 -1.23
C 0.58 -4.83 -3.46
C 0.17 -3.09 -1.77
N 0.37 -1.87 -1.64
H 3.21 -3.95 -3.33
H 2.89 -2.59 -2.23
H 2.11 -2.64 -3.81
H 2.56 -5.53 -1.55
H 0.89 -5.58 -0.92
H 1.99 -4.32 -0.37
H 1.29 -5.52 -3.92
H 0.18 -4.17 -4.24
H -0.26 -5.40 -3.05
N 3.99 -2.62 0.91
C 3.51 -1.33 0.86
O 2.49 -1.06 0.21
C 4.27 -0.33 1.56
C 3.73 0.94 1.33
N 3.02 1.73 0.86
C 5.40 -0.61 2.37
N 6.33 -0.90 2.99
H 4.60 -2.86 1.67
H 3.32 -3.32 0.63
C 0.50 -0.60 -1.63
C -0.03 0.04 -2.88
C -1.26 -0.33 -3.41
C -1.71 0.22 -4.60
C -0.94 1.15 -5.29
C 0.29 1.53 -4.76
C 0.73 0.99 -3.56
H -1.86 -1.05 -2.88
H -2.68 -0.08 -5.00
H -1.29 1.58 -6.22
H 0.90 2.27 -5.27
H 1.68 1.29 -3.15
*
```

Output
- Kohn-Sham gap (spin up / spin down) (eV) = 4.68 / 5.52
- LUMO (spin up / spin down) (eV) = 4.450 / 4.449

Löwdin atomic charge list, values in e, 8 entries:
1 Ru 0.890
2 C -0.123
3 C -0.100
4 C -0.132
5 C -0.331
6 C -0.096
7 C -0.101
8 P 1.004



So what do the calculations give for energy relative to the best compared isomer or geometry (same formula, charge and spin)? Going down the list: 0.000 4.731 eV.